C44H48As2Cl2N2ORuSb | the ωB97M-V functional and the def2-TZVPD basis

Geometry (Å):
1 Ru 0.01162 0.11308 -0.53717
2 Cl -2.29228 -0.90401 4.03348
3 C -1.37128 0.49267 3.72003
4 C -1.14492 1.42581 4.71531
5 C -0.41361 2.57107 4.45348
6 Cl -0.21602 3.72260 5.69280
7 C 0.19377 2.79434 3.17459
8 C 0.97498 3.91675 2.85555
9 C 1.57287 3.98720 1.62307
10 C 1.39106 2.94038 0.72001
11 N 0.61722 1.89864 0.97392
12 C 0.01308 1.82325 2.17449
13 C -0.85013 0.67383 2.39744
14 O -1.10871 -0.10769 1.46011
15 H -1.55307 1.26120 5.70310
16 H 1.10451 4.70450 3.58482
17 H 2.18224 4.83406 1.34227
18 H 1.89989 2.94364 -0.23428
19 C 2.73038 -2.65974 0.33538
20 C 1.83533 -3.43985 -0.61320
21 As 0.61004 -2.21877 -1.54583
22 C 1.90525 -1.42790 -2.77350
23 C 2.62864 -0.33493 -2.29508
24 C 3.60204 0.26976 -3.07497
25 C 3.86858 -0.22469 -4.34388
26 C 3.15572 -1.31189 -4.82835
27 C 2.17386 -1.90940 -4.04931
28 C -0.52916 -3.41379 -2.55513
29 C -0.03772 -4.48813 -3.29019
30 C -0.91852 -5.30929 -3.97744
31 C -2.28600 -5.07705 -3.91539
32 C -2.78174 -4.03071 -3.14895
33 C -1.90454 -3.19793 -2.47275
34 As 1.62267 -1.45578 1.46608
35 C 2.86461 -1.17141 2.94218
36 C 2.45195 -1.24144 4.26989
37 C 3.38741 -1.14855 5.28956
38 C 4.72934 -0.96124 4.98917
39 C 5.13594 -0.83943 3.66717
40 C 4.20453 -0.93302 2.64538
41 C 0.46415 -2.88834 2.10780
42 C -0.78772 -3.08251 1.52844
43 C -1.52095 -4.22841 1.80304
44 C -1.00282 -5.19283 2.65367
45 C 0.23930 -5.00228 3.24281
46 C 0.97196 -3.85580 2.97439
47 H 3.45540 -2.06467 -0.22246
48 H 3.27921 -3.32484 1.00244
49 H 1.23268 -4.17453 -0.07949
50 H 2.42179 -3.96070 -1.37097
51 H 2.46134 0.03540 -1.28042
52 H 4.15876 1.11534 -2.69208
53 H 4.64276 0.22802 -4.94875
54 H 3.36923 -1.70366 -5.81428
55 H 1.61733 -2.75511 -4.43547
56 H 1.02470 -4.69956 -3.31750
57 H -0.53905 -6.13834 -4.55962
58 H -2.96588 -5.71875 -4.45957
59 H -3.84960 -3.87125 -3.07632
60 H -2.27544 -2.37628 -1.86890
61 H 1.40372 -1.38904 4.50634
62 H 3.07060 -1.23105 6.32091
63 H 5.46048 -0.90542 5.78427
64 H 6.18014 -0.68248 3.43197
65 H 4.52179 -0.83380 1.61341
66 H -1.20936 -2.32712 0.88092
67 H -2.49518 -4.36527 1.35172
68 H -1.56799 -6.09227 2.85962
69 H 0.64828 -5.75536 3.90342
70 H 1.94349 -3.72129 3.43198
71 C -1.21996 0.49393 -6.25480
72 C -1.11598 -0.72056 -5.32097
73 C -0.97367 -0.33332 -3.93471
74 N -0.87222 -0.00072 -2.84148
75 H -1.37076 0.14476 -7.27365
76 H -0.30938 1.09038 -6.22916
77 H -2.06215 1.12632 -5.97876
78 H -0.25440 -1.33826 -5.58481
79 H -2.00751 -1.34682 -5.40230
80 C -4.32929 5.84394 -1.70158
81 C -4.30246 4.32217 -1.63682
82 Sb -2.39642 3.58746 -0.87278
83 C -1.51205 3.55186 -2.87542
84 C 0.00739 3.46736 -2.90925
85 C -2.95590 1.45374 -0.70234
86 C -3.90541 0.98896 -1.79415
87 H -5.24351 6.17970 -2.19237
88 H -3.48422 6.24416 -2.26600
89 H -4.30261 6.28904 -0.70664
90 H -4.42533 3.88217 -2.62731
91 H -5.08802 3.94423 -0.98229
92 H -1.84130 4.46479 -3.37267
93 H -1.96481 2.70508 -3.39225
94 H 0.45997 4.38203 -2.52381
95 H 0.37245 3.32075 -3.92838
96 H 0.37780 2.62557 -2.31355
97 H -3.40720 1.34393 0.28395
98 H -2.05056 0.80297 -0.68580
99 H -4.82490 1.57318 -1.78082
100 H -4.18003 -0.05905 -1.64597
101 H -3.45404 1.07737 -2.78258

Cartesian forces (eV/Å) of the 2 atoms listed first:
Ru 2.08 -2.38 2.66
Cl 0.06 0.10 -0.03

## Properties
Expectation value of S²   0.7865
HOMO-LUMO gap (alpha / beta)   5.90 / 4.65 eV
Charge   +2
Multiplicity   2
LUMO level (alpha / beta)   -6.4 / -7.7 eV


C44H48AsCsF6N4O3PS2 | the ωB97M-V functional and the def2-TZVPD basis

Geometry (Å):
1 Cs -0.13467 1.05823 -0.04934
2 C -2.81676 -1.73780 -1.71924
3 C -3.52909 -1.38378 -0.40582
4 C -4.02290 -2.65130 0.29548
5 C -4.66679 -0.41242 -0.64942
6 C -5.68681 -0.73797 -1.53322
7 C -6.71991 0.15079 -1.79807
8 C -6.72219 1.38578 -1.16986
9 C -5.72957 1.74426 -0.25977
10 C -5.75582 3.13672 0.34970
11 C -7.06788 3.41879 1.08308
12 C -5.49492 4.19458 -0.72763
13 C -4.68613 0.83382 0.00839
14 N -3.62573 1.15065 0.86282
15 C -3.86623 1.36921 2.10886
16 C -2.95227 1.80667 3.10761
17 C -3.30822 1.98911 4.45824
18 C -2.16419 2.46113 5.09362
19 C -1.16965 2.53729 4.08317
20 N -1.63688 2.14750 2.89583
21 C 0.25874 3.00927 4.29982
22 C 0.23306 4.41303 4.91732
23 C 0.97033 2.04452 5.26010
24 C 1.03130 3.05253 2.98279
25 H -1.85155 -2.20845 -1.52380
26 H -2.63409 -0.83917 -2.31169
27 H -3.42114 -2.42640 -2.31962
28 H -2.80866 -0.89683 0.25210
29 H -4.72849 -3.19678 -0.33924
30 H -4.52411 -2.40811 1.23513
31 H -3.17926 -3.31218 0.51188
32 H -5.67442 -1.70579 -2.02531
33 H -7.50422 -0.10919 -2.49975
34 H -7.51850 2.09011 -1.39099
35 H -4.94800 3.21434 1.07233
36 H -7.91706 3.42837 0.39334
37 H -7.02409 4.39123 1.58080
38 H -7.25878 2.65596 1.84134
39 H -6.27864 4.18146 -1.49149
40 H -4.53663 4.01113 -1.21587
41 H -5.46349 5.19382 -0.28363
42 H -4.88431 1.19254 2.49287
43 H -4.28196 1.79199 4.89054
44 H -2.04872 2.71802 6.13878
45 H -0.29393 4.41033 5.87474
46 H -0.27887 5.11045 4.25015
47 H 1.25309 4.77638 5.08623
48 H 0.39570 1.91946 6.18131
49 H 1.96367 2.42908 5.52001
50 H 1.09449 1.06688 4.79069
51 H 0.53636 3.70561 2.26218
52 H 1.07640 2.05056 2.55849
53 H 2.05114 3.40649 3.15651
54 O 3.18687 0.15009 -0.76834
55 N 4.28491 0.83581 -0.85538
56 C 4.54962 1.49933 -2.00326
57 C 5.70510 2.21982 -2.15893
58 C 6.60870 2.27427 -1.10433
59 C 6.32356 1.59969 0.06412
60 C 5.14385 0.86312 0.20933
61 S 4.73888 -0.00607 1.65438
62 H 3.77575 1.41606 -2.75136
63 H 5.87264 2.74331 -3.08914
64 H 7.51924 2.85501 -1.18756
65 H 6.99799 1.62560 0.90868
66 F 1.45336 2.75238 -0.92734
67 P 1.37781 3.97858 -2.00667
68 F -0.23755 3.83411 -2.04216
69 F 1.49008 2.90736 -3.21976
70 F 1.25909 5.02037 -0.78714
71 F 2.99169 4.09331 -1.96181
72 F 1.30880 5.19562 -3.06634
73 O 0.51973 -0.96337 -1.15012
74 As 1.79029 -2.03200 -0.94434
75 C 2.83837 -1.80697 -2.59479
76 C 4.07108 -2.34527 -2.93814
77 C 4.67346 -1.99524 -4.14361
78 C 4.04753 -1.11797 -5.01698
79 C 2.80354 -0.59530 -4.68469
80 C 2.20354 -0.93609 -3.48167
81 C 3.72703 -3.86428 -0.25531
82 C 4.87089 -3.34426 0.29477
83 C 5.71911 -4.20466 0.98197
84 C 5.41673 -5.56140 1.07298
85 C 4.27395 -6.05660 0.46076
86 C 3.40223 -5.19624 -0.21222
87 C 0.78494 -3.66640 -1.26692
88 C -0.03327 -4.15840 -0.25368
89 C -1.00055 -5.11058 -0.53853
90 C -1.17358 -5.56226 -1.84131
91 C -0.36187 -5.07178 -2.85501
92 C 0.61572 -4.12468 -2.56824
93 H 4.57750 -3.03817 -2.28441
94 H 5.63710 -2.41946 -4.39967
95 H 4.52865 -0.84506 -5.94849
96 H 2.30013 0.09381 -5.35193
97 H 1.24976 -0.51225 -3.19606
98 H 5.10717 -2.28905 0.21830
99 H 6.60886 -3.80344 1.45194
100 H 6.06856 -6.22934 1.62240
101 H 4.04548 -7.11519 0.49936
102 H 2.51352 -5.58601 -0.69160
103 H 0.09546 -3.78292 0.75500
104 H -1.63448 -5.49238 0.25243
105 H -1.94488 -6.28953 -2.06589
106 H -0.50114 -5.40910 -3.87505
107 H 1.24510 -3.73753 -3.35998
108 O 2.09250 -0.73143 2.91035
109 S 2.29470 -0.56763 1.47380
110 N 2.12797 -2.01127 0.83512

Cartesian forces (eV/Å) of the 2 atoms listed first:
Cs -2.43 1.47 1.67
C 0.00 -0.02 0.09

## Properties
Expectation value of S²   0.7600
HOMO-LUMO gap (alpha / beta)   5.68 / 4.82 eV
Charge   -2
Multiplicity   2
LUMO level (alpha / beta)   3.7 / 2.8 eV


C44H49AsBrN4O3PtSSe | the ωB97M-V functional and the def2-TZVPD basis

Geometry (Å):
1 Pt -0.49081 0.23557 0.23905
2 C 4.05681 0.72108 -0.43537
3 C 4.13528 1.04903 -1.92586
4 C 2.78598 1.48677 -2.49847
5 C 2.44337 2.91601 -2.10320
6 N 1.04619 3.26460 -2.42566
7 C -0.01912 3.05542 -1.64695
8 Se 0.10334 2.50612 0.16809
9 N -1.14061 3.39094 -2.28429
10 C -2.51445 3.39081 -1.74142
11 C -3.06521 4.79031 -1.49515
12 C -2.41588 5.56336 -0.34389
13 C -1.05563 6.18852 -0.66655
14 C -0.79277 3.80633 -3.56925
15 C -1.57640 4.23338 -4.64219
16 C -0.89988 4.58852 -5.78610
17 C 0.50821 4.52927 -5.86814
18 C 1.27829 4.09783 -4.81410
19 C 0.58988 3.72824 -3.65780
20 H 5.02323 0.39100 -0.05533
21 H 3.33078 -0.07972 -0.25288
22 H 3.75670 1.58409 0.16492
23 H 4.47833 0.17148 -2.47447
24 H 4.88124 1.82948 -2.09693
25 H 2.00588 0.81821 -2.12289
26 H 2.78046 1.40617 -3.58786
27 H 3.08115 3.63033 -2.62039
28 H 2.57545 3.07138 -1.03482
29 H -2.49717 2.81360 -0.81733
30 H -3.13292 2.85450 -2.46168
31 H -4.12902 4.65767 -1.28791
32 H -2.99425 5.37989 -2.41281
33 H -2.34078 4.91757 0.53747
34 H -3.09584 6.37051 -0.07073
35 H -0.24270 5.45922 -0.71035
36 H -0.78056 6.91357 0.09839
37 H -1.08455 6.71709 -1.62145
38 H -2.65478 4.28916 -4.58368
39 H -1.45959 4.93159 -6.64552
40 H 0.99125 4.84000 -6.78434
41 H 2.35700 4.05940 -4.88179
42 C -3.74374 -1.02584 -2.85013
43 N -2.59561 -1.92322 -2.68109
44 C -2.69081 -3.37112 -2.97205
45 C -1.30358 -3.90576 -2.55668
46 N -0.59658 -2.67232 -2.17877
47 C -1.39961 -1.63037 -2.22977
48 S -0.93395 0.06421 -1.96031
49 H -4.42994 -1.48837 -3.55393
50 H -3.42674 -0.06722 -3.24847
51 H -4.24496 -0.87984 -1.89418
52 H -2.89768 -3.51493 -4.03115
53 H -3.50958 -3.80174 -2.39812
54 H -0.78595 -4.39137 -3.38038
55 H -1.34587 -4.59968 -1.71796
56 H 0.25182 -2.65689 -1.63404
57 Br -0.29018 2.25610 6.65924
58 C -1.08053 1.52954 5.13427
59 C -0.27399 1.19519 4.04887
60 C -0.88165 0.65945 2.93467
61 C -2.24982 0.44028 2.85471
62 C -3.02933 0.76636 3.95736
63 C -2.45099 1.32132 5.08954
64 C -2.91982 -0.14572 1.66972
65 O -3.94603 -0.74571 1.67446
66 O -2.35790 0.11340 0.43479
67 H 0.79396 1.35560 4.10015
68 H -0.18776 0.36792 2.09949
69 H -4.09658 0.59198 3.91554
70 H -3.06452 1.59251 5.93760
71 O 0.23034 -1.68130 0.40329
72 As 0.92003 -2.68997 1.66155
73 C 2.52741 -1.89384 2.26237
74 C 3.75309 -2.53031 2.08620
75 C 4.90415 -1.93919 2.59197
76 C 4.82686 -0.73595 3.27554
77 C 3.60007 -0.10308 3.45497
78 C 2.44889 -0.68201 2.95124
79 C 1.24461 -4.30849 0.75149
80 C 2.14456 -4.31902 -0.32077
81 C 2.36840 -5.50274 -1.00437
82 C 1.69074 -6.65923 -0.62796
83 C 0.78411 -6.63828 0.42285
84 C 0.55406 -5.45985 1.12141
85 C -0.28517 -2.94771 3.08155
86 C -1.65037 -2.79422 2.87110
87 C -2.52949 -3.04359 3.91227
88 C -2.03707 -3.45182 5.14570
89 C -0.67044 -3.61897 5.34621
90 C 0.21842 -3.37022 4.31178
91 H 3.81509 -3.48147 1.57455
92 H 5.86016 -2.42835 2.46157
93 H 5.72427 -0.29323 3.68700
94 H 3.54765 0.82621 4.00727
95 H 1.49182 -0.20999 3.11754
96 H 2.66968 -3.41479 -0.61083
97 H 3.07764 -5.53096 -1.82118
98 H 1.87538 -7.58425 -1.15823
99 H 0.25937 -7.54125 0.70498
100 H -0.14424 -5.44405 1.94910
101 H -2.02436 -2.50117 1.89831
102 H -3.59492 -2.93132 3.75786
103 H -2.72409 -3.65224 5.95739
104 H -0.29838 -3.94502 6.30807
105 H 1.28373 -3.50035 4.46449

Cartesian forces (eV/Å) of the 2 atoms listed first:
Pt 1.74 -0.25 0.21
C 0.00 0.03 -0.03

## Properties
HOMO-LUMO gap   5.67 eV
Charge   +3
Multiplicity   1
LUMO level   -10.3 eV


C44H49AsN5O2P2PbS2Te | the ωB97M-V functional and the def2-TZVPD basis

Geometry (Å):
1 Pb -0.07904 -1.23814 -1.84532
2 Te -0.60986 2.65774 -2.80580
3 C -1.52061 4.52903 -2.53066
4 C -0.95617 5.47316 -1.68740
5 C -1.61573 6.68741 -1.54794
6 N -2.74099 6.99816 -2.19577
7 C -3.24213 6.08610 -3.02852
8 C -2.67801 4.82966 -3.22686
9 C -0.14294 2.22956 -0.76674
10 P 1.42241 2.48425 -0.27360
11 C 1.72849 2.32129 1.47128
12 C 2.49111 1.30308 2.03835
13 C 2.69472 1.28100 3.41082
14 C 2.15260 2.27717 4.21075
15 C 1.39366 3.29574 3.64740
16 C 1.16704 3.31603 2.28126
17 C 2.35803 3.84670 -0.93149
18 C 2.57376 4.01987 -2.30428
19 C 3.26500 5.13118 -2.75364
20 C 3.75474 6.06562 -1.84638
21 C 3.57298 5.88132 -0.48430
22 C 2.88112 4.77169 -0.02023
23 P -1.11798 0.82946 -0.16832
24 C -2.84696 1.27914 -0.45064
25 C -3.76818 0.30017 -0.80537
26 C -5.11552 0.61463 -0.91745
27 C -5.54682 1.90866 -0.66369
28 C -4.63068 2.88678 -0.29335
29 C -3.28340 2.57773 -0.19040
30 C -1.07596 0.52442 1.62265
31 C -1.67457 1.41366 2.51885
32 C -1.81114 1.06857 3.85231
33 C -1.36055 -0.16764 4.30774
34 C -0.76376 -1.05608 3.42661
35 C -0.62816 -0.70838 2.08723
36 H -0.03144 5.29103 -1.15274
37 H -1.21221 7.45265 -0.89317
38 H -4.14879 6.36092 -3.55630
39 H -3.15025 4.12128 -3.89779
40 H 2.91764 0.52673 1.42125
41 H 3.28070 0.48740 3.85843
42 H 2.32046 2.26048 5.28094
43 H 0.97050 4.07049 4.27449
44 H 0.56071 4.10344 1.84639
45 H 2.21538 3.29243 -3.01468
46 H 3.42582 5.26944 -3.81514
47 H 4.29052 6.93585 -2.20486
48 H 3.97038 6.59927 0.22127
49 H 2.75769 4.63318 1.04397
50 H -3.44081 -0.71793 -0.97156
51 H -5.82983 -0.14991 -1.19563
52 H -6.59776 2.15572 -0.74764
53 H -4.96552 3.89591 -0.08721
54 H -2.57770 3.35148 0.08648
55 H -2.05404 2.36974 2.17843
56 H -2.28151 1.76174 4.53924
57 H -1.48514 -0.43711 5.34913
58 H -0.41441 -2.02141 3.77457
59 H -0.17345 -1.41746 1.40760
60 C 5.47393 2.05366 -1.36765
61 N 5.21861 0.75081 -0.76333
62 C 6.32748 -0.02083 -0.15948
63 C 5.65474 -1.34425 0.26011
64 N 4.24812 -1.08880 -0.09643
65 C 4.08674 0.08831 -0.68318
66 S 2.51662 0.61319 -1.27523
67 H 5.98383 2.68935 -0.64555
68 H 4.53836 2.51774 -1.65378
69 H 6.10694 1.93396 -2.24646
70 H 6.74101 0.53428 0.67970
71 H 7.11324 -0.16561 -0.89724
72 H 5.74900 -1.54236 1.32388
73 H 6.04409 -2.19610 -0.29219
74 H 3.48285 -1.74117 0.00872
75 C 2.92932 -5.43049 -1.51059
76 As 1.25651 -5.03598 -0.67712
77 C 1.13951 -6.05141 0.92950
78 C -0.11623 -5.59253 -1.88382
79 S 1.24319 -2.94128 -0.13178
80 H 2.95757 -6.49176 -1.75766
81 H 3.73025 -5.19819 -0.81396
82 H 3.03038 -4.83783 -2.41611
83 H 1.16255 -7.10722 0.65887
84 H 0.20281 -5.80959 1.42815
85 H 1.99590 -5.80464 1.55035
86 H 0.18389 -6.56990 -2.26346
87 H -0.19545 -4.88661 -2.70671
88 H -1.05369 -5.67655 -1.33967
89 O -3.73971 -7.72445 2.22297
90 C -4.53652 -6.62260 2.51043
91 N -4.48826 -5.61603 1.43122
92 C -3.33558 -5.15694 0.94637
93 O -2.23145 -5.42975 1.42056
94 C -3.38396 -4.27497 -0.27786
95 C -4.34531 -4.33720 -1.27322
96 C -4.18795 -3.56398 -2.41730
97 C -3.07132 -2.76457 -2.52853
98 N -2.14107 -2.68701 -1.55812
99 C -2.30684 -3.42194 -0.45677
100 H -2.81714 -7.45249 2.29126
101 H -4.27694 -6.14047 3.45165
102 H -5.56297 -6.97089 2.55631
103 H -5.35888 -5.27389 1.06062
104 H -5.19923 -5.00055 -1.19183
105 H -4.90754 -3.60155 -3.22390
106 H -2.90111 -2.17331 -3.42275
107 H -1.55369 -3.34971 0.31837

Cartesian forces (eV/Å) of the 2 atoms listed first:
Pb -0.42 -0.02 -0.04
Te 0.03 -0.21 0.01

## Properties
HOMO-LUMO gap   6.80 eV
Charge   +3
Multiplicity   1
LUMO level   -7.7 eV